Record 1
Here is C33H28Cl3N5O6PS3Y as an isolated structure from the Open Molecules 2025 dataset. Energies are from ωB97M-V with the def2-TZVPD basis set.

XYZ file:
```
80
Properties=species:S:1:pos:R:3:forces:R:3
Y 0.7147 -0.5326 1.1145 0.01 0.12 -0.15
Cl 8.1330 -0.6502 2.4159 -0.01 0.00 0.00
C 6.5197 -0.5865 1.7854 -0.03 0.00 -0.04
C 5.4445 -0.6827 2.6513 0.01 0.00 0.03
C 4.1779 -0.6298 2.1073 0.02 0.00 -0.04
Cl 2.7665 -0.7531 3.1358 0.05 -0.04 0.16
C 3.9133 -0.4820 0.7435 -0.02 -0.01 -0.01
O 2.6804 -0.4401 0.2907 -0.20 -0.08 0.09
C 5.0370 -0.3929 -0.0857 0.05 0.00 -0.04
Cl 4.7820 -0.2208 -1.7871 -0.01 0.00 -0.01
C 6.3229 -0.4425 0.4199 0.02 0.00 0.02
H 5.5926 -0.7951 3.7154 0.00 0.00 0.00
H 7.1680 -0.3698 -0.2492 0.00 0.00 0.00
O -2.4392 -0.9590 6.0168 -0.05 0.06 0.07
C -2.2869 0.3557 5.7898 0.01 -0.02 0.00
C -2.8739 1.2362 6.6992 -0.01 0.00 0.02
C -2.7548 2.5989 6.5299 0.01 -0.01 -0.02
C -2.0455 3.1238 5.4496 0.00 0.00 0.00
C -1.4646 2.2607 4.5473 -0.02 0.00 0.02
C -1.5734 0.8725 4.6940 -0.02 0.04 -0.04
C -0.9340 0.0104 3.6912 0.07 -0.09 -0.08
O -0.3108 0.5586 2.6957 -0.05 0.04 0.00
N -1.0110 -1.2906 3.8410 0.02 0.02 -0.04
N -0.3310 -1.9834 2.8379 0.12 0.01 -0.10
C -0.2890 -3.2499 3.0412 -0.08 0.00 0.09
S 0.6551 -4.2971 2.0084 0.02 -0.01 0.00
C -0.1876 -5.8091 2.5499 0.02 0.01 -0.04
C -0.4270 -5.6718 4.0396 -0.03 0.04 0.05
S -1.1188 -4.0240 4.3654 0.02 -0.03 -0.03
H -1.9640 -1.4414 5.3071 0.02 -0.02 -0.03
H -3.4191 0.8149 7.5328 0.00 0.00 0.01
H -3.2172 3.2651 7.2467 0.00 0.00 0.01
H -1.9504 4.1932 5.3232 0.00 0.00 0.00
H -0.9042 2.6405 3.7043 0.01 0.00 -0.01
H 0.4665 -6.6489 2.3210 0.00 0.00 -0.01
H -1.1212 -5.9146 1.9992 -0.01 -0.01 0.02
H 0.4995 -5.7827 4.6009 0.00 -0.01 -0.01
H -1.1509 -6.4045 4.3939 0.01 -0.01 0.00
O -0.5283 3.0436 -7.1764 0.02 -0.05 -0.03
S -1.9601 3.0042 -6.9233 -0.02 0.07 0.05
O -2.4424 1.6969 -6.5013 -0.05 -0.04 0.00
O -2.7993 3.6918 -7.8679 0.05 0.04 -0.04
C -2.0647 3.9631 -5.3767 0.02 0.01 -0.02
N -2.5996 5.1802 -5.3492 -0.07 -0.06 -0.01
C -2.6551 5.7760 -4.1638 -0.01 0.01 -0.02
C -2.1898 5.1874 -2.9978 0.00 0.04 0.07
C -1.6028 3.9431 -3.1530 0.03 -0.01 -0.07
N -1.5340 3.3376 -4.3284 0.06 0.02 0.01
C -1.0049 3.1433 -2.0564 -0.05 0.02 0.07
C -1.6459 2.9488 -0.8387 0.00 -0.03 -0.03
C -1.1259 2.0283 0.0469 0.00 -0.01 0.04
N -0.0104 1.3285 -0.2113 0.04 -0.04 0.06
C 0.6489 1.5745 -1.3590 0.02 0.06 0.10
C 0.1879 2.4697 -2.2945 -0.04 -0.06 -0.09
H -3.0884 6.7707 -4.1443 0.00 0.00 -0.01
H -2.2479 5.6891 -2.0418 0.00 0.00 0.00
H -2.5711 3.4592 -0.6092 -0.01 0.00 0.01
H -1.6094 1.8221 0.9941 0.01 0.00 0.00
H 1.5619 1.0149 -1.5190 0.02 0.00 -0.01
H 0.7052 2.6073 -3.2324 0.02 -0.02 -0.02
C -1.4239 -3.3575 -1.2358 0.04 0.00 0.03
P 0.0799 -2.3277 -1.1712 -0.03 0.08 -0.01
C 1.4169 -3.5182 -1.5278 0.00 0.02 0.03
C 0.0039 -1.3178 -2.6764 0.06 -0.01 -0.01
C 1.1704 -1.0490 -3.3917 0.00 -0.02 0.02
C 1.1258 -0.2379 -4.5204 -0.01 -0.01 0.04
C -0.0747 0.3139 -4.9407 -0.06 0.03 -0.02
C -1.2407 0.0541 -4.2267 0.01 -0.03 0.03
C -1.2026 -0.7509 -3.0994 0.05 -0.02 0.00
H -2.3110 -2.7433 -1.0922 -0.01 0.00 -0.01
H -1.3816 -4.0903 -0.4293 0.00 0.00 0.00
H -1.4939 -3.8675 -2.1966 -0.01 0.00 0.00
H 1.3134 -3.9037 -2.5425 0.00 0.00 0.01
H 1.3674 -4.3402 -0.8154 0.00 0.01 -0.01
H 2.3859 -3.0309 -1.4223 0.01 -0.01 -0.01
H 2.1202 -1.4638 -3.0732 -0.02 0.01 -0.02
H 2.0360 -0.0396 -5.0722 0.01 0.00 -0.01
H -0.1369 0.9588 -5.8102 0.03 0.01 0.00
H -2.1588 0.5016 -4.5829 -0.02 0.00 0.00
H -2.1190 -0.9452 -2.5537 -0.03 0.01 0.00
```
Positions in Å, forces in eV/Å.

Computed properties:
Frontier orbital gap = 6.7 eV
Energy relative to the best compared isomer or geometry (same formula, charge and spin) = 3.5 kJ/mol

***

Record 2
Here is C33H28Cl3N5OPdS2 as an isolated structure from the Open Molecules 2025 dataset. Energies are from ωB97M-V with the def2-TZVPD basis set.

XYZ file:
```
73
Properties=species:S:1:pos:R:3:forces:R:3
Pd 0.4246 1.0612 -1.0229 -0.48 1.36 0.11
N 0.7136 3.8648 0.0369 -0.10 0.03 0.01
C 1.9570 4.4782 -0.0255 0.04 0.01 0.01
C 2.0226 5.8575 0.1944 0.01 0.01 -0.03
C 3.2115 6.5524 0.1048 0.02 0.01 0.00
C 4.3786 5.8704 -0.2049 -0.02 0.00 0.01
C 4.3167 4.5053 -0.4217 0.02 0.05 -0.04
C 3.1309 3.7680 -0.3394 -0.04 -0.12 0.01
C 3.2450 2.3070 -0.6770 -0.03 0.09 -0.18
C 4.4150 1.6564 -0.2674 0.02 0.07 0.01
C 4.7437 0.3715 -0.6759 0.10 -0.02 0.08
C 3.9522 -0.2717 -1.6095 0.12 0.17 -0.28
C 2.7924 0.3694 -2.0370 0.31 -0.26 -0.17
C 2.3563 1.5771 -1.4998 -0.46 -0.59 0.53
H -0.0384 4.4450 0.3722 0.04 0.01 0.03
H 0.6973 2.9398 0.4263 0.06 -0.06 -0.08
H 1.1070 6.3821 0.4453 0.00 0.00 0.00
H 3.2245 7.6212 0.2763 0.00 0.00 0.00
H 5.3209 6.3936 -0.2955 0.00 0.00 0.00
H 5.2203 3.9848 -0.7113 -0.01 0.02 0.00
H 5.0785 2.1671 0.4208 -0.01 -0.01 -0.02
H 5.6416 -0.0994 -0.2952 -0.01 0.00 0.03
H 4.2332 -1.2403 -2.0071 -0.01 0.02 -0.01
H 2.1996 -0.0857 -2.8259 -0.15 -0.22 0.20
Cl -5.4579 0.0036 4.1880 0.03 -0.02 -0.01
C -4.0317 -0.9032 3.7954 -0.02 0.03 0.04
C -3.7606 -1.2294 2.4800 0.05 0.00 -0.06
C -2.6161 -1.9536 2.1869 -0.02 0.05 -0.03
C -1.7216 -2.3437 3.1767 -0.02 0.00 0.00
C -0.4568 -3.1106 2.8459 0.04 -0.06 -0.05
C 0.8244 -2.2587 2.9549 0.06 0.07 0.08
N 0.7544 -0.8998 2.4317 -0.02 -0.06 0.01
C 0.1103 0.1676 3.0229 0.02 -0.02 0.01
C 0.2707 1.2197 2.1836 0.08 0.04 -0.03
N 1.0234 0.8286 1.0949 -0.21 -0.25 -0.42
C 1.2881 -0.4487 1.2816 0.20 -0.01 0.07
O -0.5741 -3.8549 1.6508 -0.04 0.00 0.07
C -0.2817 -3.2340 0.4090 0.02 -0.02 -0.03
C -1.1536 -3.8513 -0.6447 0.02 -0.01 0.08
C -1.0339 -3.5836 -1.9711 0.09 -0.01 -0.04
Cl 0.1559 -2.5654 -2.6776 -0.05 0.11 0.01
S -2.1744 -4.4249 -2.9312 -0.01 0.03 -0.07
C -2.8438 -5.1630 -1.5408 0.00 0.00 0.04
C -2.2101 -4.7767 -0.4017 -0.06 0.06 -0.01
C -2.0400 -2.0054 4.4888 0.01 0.01 0.02
Cl -0.9817 -2.4653 5.8019 -0.03 0.01 -0.02
C -3.1797 -1.2917 4.8151 -0.01 0.01 0.03
H -4.4192 -0.9083 1.6853 -0.01 -0.01 0.01
H -2.4249 -2.1994 1.1525 -0.02 0.00 0.02
H -0.3357 -3.8779 3.6138 0.00 -0.02 -0.02
H 1.6399 -2.7769 2.4517 0.00 0.00 -0.03
H 1.0826 -2.1910 4.0110 0.02 0.03 -0.03
H -0.3812 0.0815 3.9752 0.00 0.01 0.00
H -0.0864 2.2283 2.2992 -0.04 -0.01 -0.01
H 1.8784 -1.0626 0.6192 -0.03 0.00 -0.04
H 0.7720 -3.3998 0.1536 0.02 0.05 -0.02
H -0.4528 -2.1533 0.4302 -0.04 0.01 0.00
H -3.6733 -5.8437 -1.6392 0.00 0.00 0.00
H -2.4738 -5.1213 0.5862 0.01 -0.01 0.00
H -3.3972 -1.0451 5.8443 0.00 0.00 0.00
C -4.0726 -0.6955 -4.8171 0.03 0.01 0.02
C -2.9058 -0.0796 -4.1078 -0.03 -0.03 0.02
C -1.7939 0.3974 -4.8014 -0.09 0.03 -0.01
C -0.7944 0.9787 -4.0575 0.30 0.41 -0.10
N -0.8795 1.1060 -2.7370 0.24 -0.68 0.54
C -1.9610 0.5462 -2.1285 -0.01 -0.20 -0.06
S -1.8372 0.5100 -0.4026 0.03 -0.14 -0.20
N -2.9774 -0.0177 -2.7811 0.03 0.12 -0.01
H -3.8167 -0.9893 -5.8334 0.00 0.00 -0.01
H -4.8922 0.0242 -4.8607 0.00 0.00 0.01
H -4.4247 -1.5604 -4.2581 0.00 -0.01 0.00
H -1.7201 0.3265 -5.8764 0.01 -0.01 0.01
H 0.0930 1.3918 -4.5231 0.04 -0.06 0.03
```
Positions in Å, forces in eV/Å.

Computed properties:
Frontier orbital gap (alpha / beta) = 7.4 / 7.4 eV
Energy relative to the best compared isomer or geometry (same formula, charge and spin) = 107.9 kJ/mol

***

Record 3
Here is C33H28Cl4N5O6Ru as an isolated structure from the Open Molecules 2025 dataset. Energies are from ωB97M-V with the def2-TZVPD basis set.

XYZ file:
```
77
Properties=species:S:1:pos:R:3:forces:R:3
Ru 0.3507 -0.2156 0.0742 0.63 0.23 0.17
C 3.6187 1.0053 3.0122 -0.01 0.00 -0.02
C 3.0216 1.9615 3.8133 0.01 0.00 0.01
C 1.8178 2.5196 3.4180 -0.01 0.00 0.00
C 1.2355 2.0992 2.2274 0.04 0.01 0.02
N 1.7959 1.1416 1.4861 -0.16 -0.08 -0.08
C 2.9576 0.6153 1.8586 0.04 -0.03 0.00
C -0.0126 2.7216 1.6899 -0.01 0.00 -0.01
C -0.5564 3.8653 2.2671 0.01 0.00 -0.01
C -1.6780 4.4456 1.7024 0.00 0.00 -0.01
C -2.2233 3.8778 0.5655 0.01 0.00 0.01
C -1.6210 2.7386 0.0585 -0.04 0.02 0.02
N -0.5526 2.1667 0.6002 -0.07 -0.10 0.07
H 4.5648 0.5549 3.2764 0.00 -0.01 0.00
H 3.4863 2.2758 4.7388 0.00 0.00 0.00
H 1.3441 3.2638 4.0397 0.00 0.00 0.00
H 3.3480 -0.1575 1.2088 0.00 0.00 0.01
H -0.1052 4.3134 3.1387 0.00 0.00 0.00
H -2.1101 5.3352 2.1414 0.00 0.00 0.00
H -3.0916 4.2975 0.0772 0.00 -0.01 0.00
H -2.0219 2.2660 -0.8255 -0.06 -0.14 -0.10
Cl -0.1732 -5.4037 5.5566 0.03 -0.03 0.00
C -0.2899 -4.0913 4.4039 -0.16 0.03 0.09
C -1.5004 -3.4057 4.3064 0.11 -0.05 -0.15
C -1.5519 -2.3279 3.3944 -0.01 -0.07 -0.01
Cl -3.0516 -1.4489 3.2546 0.03 -0.01 0.02
C -0.4852 -1.9257 2.5918 0.03 -0.15 0.08
O -0.5991 -0.8941 1.8135 -0.06 0.18 -0.27
C 0.7201 -2.7427 2.6350 -0.02 -0.02 0.02
C 1.7740 -2.6078 1.7097 -0.01 -0.14 0.15
O 1.8091 -1.8987 0.6503 -0.13 0.11 -0.17
C 0.7942 -3.7827 3.6202 0.04 0.02 -0.10
H -2.3351 -3.6259 4.9535 -0.01 -0.02 -0.01
H 2.6524 -3.2391 1.9124 0.01 -0.01 0.00
H 1.7136 -4.3469 3.7206 0.01 -0.01 0.01
O 2.6734 0.0511 -3.1930 0.02 0.10 -0.10
C 1.5191 0.0015 -2.8204 0.27 -0.37 0.28
O 1.0878 0.5594 -1.7191 -0.60 0.03 -0.13
C 0.5256 -0.8146 -3.6245 -0.05 0.19 -0.13
C 1.0451 -1.9027 -4.3144 -0.01 -0.05 0.02
C 0.2699 -2.7402 -5.1155 0.02 0.01 0.00
C -1.0536 -2.3888 -5.2259 0.00 0.00 -0.02
O -2.0477 -3.0446 -5.9104 -0.02 -0.04 0.01
C -3.1447 -2.1378 -5.9000 -0.01 0.02 0.02
O -2.9605 -1.2657 -4.7953 0.01 0.00 0.00
C -1.5897 -1.3000 -4.5716 -0.08 -0.09 0.09
C -0.8467 -0.4869 -3.7342 0.07 -0.07 0.06
H 2.1083 -2.0747 -4.2161 0.00 0.00 0.00
H 0.6826 -3.5902 -5.6387 0.01 0.00 0.00
H -4.0728 -2.6906 -5.7744 0.01 0.01 -0.01
H -3.1431 -1.5573 -6.8309 0.03 0.01 0.00
H -0.7490 1.1125 -2.5110 0.02 -0.02 0.02
N -1.2034 -5.1409 1.5064 0.06 0.13 0.41
C -1.4920 -4.7865 0.0780 -0.02 0.11 -0.13
C -1.0410 -3.3315 -0.0899 0.02 0.04 0.15
N -1.1854 -2.6775 -1.3510 -0.16 0.18 -0.24
H -1.4504 -6.0978 1.7490 0.01 -0.01 -0.01
H -1.6778 -4.5109 2.1836 -0.03 0.01 -0.09
H -0.2117 -4.9883 1.7423 -0.01 0.03 -0.03
H -2.5585 -4.9274 -0.0937 0.00 0.01 0.02
H -0.9314 -5.4807 -0.5473 0.00 0.02 -0.03
H 0.0110 -3.2853 0.2000 -0.02 0.03 -0.01
H -1.5945 -2.7380 0.6425 0.05 -0.03 -0.02
H -2.1250 -2.4025 -1.5925 -0.03 -0.02 -0.07
H -0.6820 -3.0435 -2.1469 0.06 -0.06 0.08
Cl -3.9296 -0.0125 -1.4562 0.09 -0.02 -0.01
C -3.8224 1.0151 -2.8488 0.04 0.07 -0.05
C -4.9777 1.6320 -3.3004 0.01 -0.02 0.03
C -4.9204 2.4527 -4.4141 0.00 0.00 -0.02
C -3.7189 2.6622 -5.0701 -0.02 0.01 -0.01
C -2.5750 2.0393 -4.6019 0.01 -0.01 0.02
Cl -1.0758 2.3046 -5.4229 0.01 0.00 -0.01
C -2.5931 1.1991 -3.4869 0.02 0.02 0.09
N -1.4252 0.5543 -3.0204 0.01 0.00 0.10
H -5.9094 1.4587 -2.7810 0.00 0.00 0.00
H -5.8201 2.9336 -4.7742 0.00 0.00 0.00
H -3.6587 3.3028 -5.9384 0.00 0.00 0.00
```
Positions in Å, forces in eV/Å.

Computed properties:
Frontier orbital gap (alpha / beta) = 5.0 / 7.2 eV
Spin multiplicity = 6
Energy relative to the best compared isomer or geometry (same formula, charge and spin) = 127.9 kJ/mol
<S²> = 8.79